The following is a DFT calculation (ωB97M-V/def2-TZVPD) of C37H78N3O9PSSi2 as an isolated structure at a distorted geometry.

Each line ends with the Mulliken charge.
Atoms and positions in Å:
C 14.6859 0.1182 0.1565  -0.66
O 13.3055 0.5420 0.1015  -0.31
C 12.9871 1.3986 1.2361  -0.48
C 11.4586 1.0724 1.6577  0.05
C 10.5631 2.4151 1.7207  -0.89
C 9.0372 2.0773 2.1565  -0.74
C 8.1791 1.9578 0.7885  -0.03
C 7.2429 3.2442 0.6109  -0.84
C 6.0066 3.0211 -0.3884  -0.49
C 4.7091 3.8191 0.1701  -0.48
C 3.3634 3.0353 -0.2073  -0.49
C 2.4034 3.7919 -1.2368  -0.68
C 0.8572 3.8137 -0.8364  -0.58
C 0.3122 2.4642 -0.1612  -0.55
Si -1.2246 1.7477 -1.0988  0.36
O -2.6973 2.5484 -0.6430  -0.31
Si -4.0864 1.7212 -1.2963  0.36
N -4.0532 1.6385 -3.0977  -0.68
C -5.7510 2.5155 -0.7544  -0.65
C -6.7884 1.3164 -0.4185  -0.61
C -8.2045 1.8448 0.0945  -0.63
C -9.3625 0.7247 0.0647  -0.54
C -10.3257 1.0265 1.3373  -0.70
C -11.8201 0.5086 1.1175  -0.63
C -12.9129 1.4263 1.8686  -0.59
S -14.6395 0.7641 1.5374  -0.14
C -15.8485 2.0791 1.9140  0.45
N -15.7718 3.1599 2.8642  -0.20
N -16.8652 3.9593 2.8413  -0.43
C -17.7551 3.4682 1.8596  0.05
O -17.1220 2.3404 1.3477  -0.28
P -1.4167 -0.3553 -0.3281  0.28
O -1.8198 -1.3609 -1.4275  -0.61
H 14.8392 -0.8465 0.7449  0.26
H 15.3711 0.9431 0.5472  0.30
H 15.0148 -0.1111 -0.9160  0.21
H 13.7040 1.2330 2.1014  0.32
H 13.0106 2.5037 0.9684  0.27
H 11.4271 0.4864 2.6344  0.32
H 11.0268 0.3728 0.8569  -0.14
H 11.0164 3.1652 2.4648  0.35
H 10.6114 2.9172 0.6968  0.40
H 8.6228 2.9217 2.8078  0.41
H 9.0509 1.0806 2.7217  0.32
H 7.5837 0.9806 0.7480  0.37
H 8.8793 1.9336 -0.1118  -0.03
H 6.9216 3.5652 1.6600  0.42
H 7.9038 4.0923 0.2157  0.13
H 5.8181 1.8893 -0.4120  0.28
H 6.2746 3.3758 -1.4464  0.23
H 4.8147 3.7831 1.3137  0.27
H 4.7207 4.9146 -0.1246  0.34
H 3.6954 2.0673 -0.7305  0.18
H 2.8626 2.7038 0.7562  0.33
H 2.5607 3.4237 -2.3086  0.30
H 2.7459 4.8898 -1.2493  0.29
H 0.5750 4.7391 -0.2223  0.33
H 0.2754 3.9372 -1.8228  0.23
H -0.0977 2.7520 0.8733  0.31
H 1.0575 1.6105 -0.1234  0.33
H -0.9791 1.7605 -2.5459  -0.10
H -4.1558 0.3105 -0.8468  -0.09
H -3.4987 0.8021 -3.3599  0.30
H -5.0234 1.3754 -3.3509  0.28
H -5.6231 3.2211 0.1364  0.29
H -6.1830 3.0623 -1.6649  0.35
H -6.3238 0.6560 0.3954  0.29
H -6.9560 0.6304 -1.3204  0.29
H -8.5636 2.7032 -0.5539  0.25
H -8.0862 2.1605 1.1781  0.35
H -8.9618 -0.3389 0.1176  0.33
H -10.0323 0.7987 -0.8506  0.34
H -9.8875 0.4519 2.2103  0.24
H -10.3514 2.1517 1.4755  0.38
H -11.9237 -0.5302 1.5800  0.29
H -12.1439 0.4465 0.0323  0.40
H -12.8080 2.5313 1.6387  0.44
H -12.7547 1.3237 2.9992  0.29
H -18.7413 3.9450 1.6002  0.35
H -2.3269 -0.3153 0.7944  0.12
H -0.1321 -0.7044 0.2525  0.06
C 1.1641 -2.5651 -2.7787  -0.78
C 1.8048 -3.4568 -1.7509  0.91
O 2.3819 -2.9941 -0.7832  -0.61
C 1.7052 -4.9437 -1.9640  -0.99
H 1.3147 -1.5213 -2.4952  0.06
H 1.6243 -2.7328 -3.7550  0.29
H 0.0912 -2.7636 -2.8254  0.33
H 2.1892 -5.2169 -2.9034  0.19
H 0.6566 -5.2479 -1.9756  0.32
H 2.2109 -5.4610 -1.1459  0.29
C 8.3547 -0.5536 -1.8701  -0.88
C 8.9775 -1.4587 -0.8400  0.85
O 9.5480 -1.0099 0.1377  -0.54
C 8.8668 -2.9422 -1.0673  -1.21
H 8.5098 0.4860 -1.5801  0.05
H 8.8236 -0.7194 -2.8424  0.42
H 7.2808 -0.7435 -1.9313  0.27
H 9.3587 -3.2121 -2.0044  0.40
H 7.8158 -3.2372 -1.0929  0.30
H 9.3580 -3.4712 -0.2493  0.25
C -18.6211 -1.6263 2.0173  -1.01
C -19.1124 -1.0616 3.3242  0.77
O -20.0741 -1.5361 3.8954  -0.56
C -18.3642 0.1137 3.8943  -0.65
H -19.2530 -2.4675 1.7264  0.31
H -18.6745 -0.8622 1.2386  0.27
H -17.5943 -1.9814 2.1281  0.28
H -18.4067 0.9537 3.1980  -0.02
H -17.3261 -0.1649 4.0877  0.29
H -18.8268 0.4154 4.8357  0.33
C 5.2906 -3.3163 -4.5462  -0.95
C 4.3765 -4.4633 -4.8862  0.83
O 3.1736 -4.3077 -4.9746  -0.55
C 5.0095 -5.8103 -5.1126  -1.21
H 4.6981 -2.4095 -4.4105  0.30
H 5.8235 -3.5288 -3.6168  0.17
H 6.0003 -3.1526 -5.3597  0.40
H 5.5301 -6.1329 -4.2084  0.31
H 5.7068 -5.7573 -5.9511  0.40
H 4.2329 -6.5400 -5.3487  0.31
C 6.1176 -4.2770 2.8822  -1.06
C 7.2822 -4.8983 2.1580  0.88
O 7.2671 -5.0509 0.9523  -0.55
C 8.4663 -5.3230 2.9853  -1.17
H 5.3385 -4.0207 2.1617  0.24
H 5.7074 -4.9862 3.6041  0.35
H 6.4391 -3.3650 3.3895  0.31
H 8.1603 -6.0787 3.7118  0.38
H 8.8917 -4.4574 3.4972  0.32
H 9.2281 -5.7531 2.3326  0.29

Properties
Energy relative to the best compared isomer or geometry (same formula, charge and spin) in kJ/mol: 393.1
HOMO level in eV: -9.025
Lowest unoccupied orbital energy in eV: 0.4
E in eV: -98406.795